[1]
Here is a structure of composition C35H29ClIrN4O2S from the OMol25 dataset. Energies are from ωB97M-V/def2-TZVPD.

XYZ file:
```
73
Properties=species:S:1:pos:R:3:forces:R:3:mulliken_charge:R:1
Ir 0.623075 1.914460 0.860420 -0.39 0.58 -0.54 0.55
Cl 2.974020 7.503533 0.105436 0.00 -0.02 0.00 -0.19
S -1.668696 3.388461 -1.207960 -0.05 0.14 0.12 -0.14
O 2.921136 -5.608123 -0.725679 0.01 0.00 -0.02 -0.45
O 1.032641 1.109508 2.642930 0.31 -0.07 0.01 -0.64
N -0.276449 0.139936 0.621845 0.02 0.01 0.10 -0.14
N -1.355020 -4.749303 2.708552 -0.30 -0.05 0.03 -0.29
N -1.698229 -3.715866 3.295425 0.26 0.05 0.11 -0.68
N -0.256597 3.328778 -0.450330 0.15 -0.41 -0.32 -0.03
C -1.541989 -2.340425 0.670460 0.05 -0.02 0.03 -0.66
C -0.434990 1.841478 -3.129170 0.04 0.11 -0.03 0.20
C -4.053363 0.571887 1.441283 0.00 0.00 0.00 -0.56
C -3.426053 1.266335 -0.778519 -0.02 0.02 0.03 -0.39
C 2.615259 3.027879 -0.311225 -0.04 -0.18 0.35 0.09
C -0.359286 -5.655439 0.747447 -0.02 0.03 0.06 -0.11
C 2.128462 -4.574816 1.321664 0.00 0.03 0.01 -0.47
C -0.966081 -2.487157 3.120534 -0.21 -0.04 -0.14 0.05
C -0.199960 -4.846428 1.874469 0.19 -0.05 -0.02 -0.17
C -1.564644 2.569456 -2.791724 0.01 -0.06 0.02 0.25
C 0.381986 -0.029721 2.868478 0.10 0.13 0.15 1.35
C 1.945067 -5.327479 0.165255 -0.05 -0.04 -0.01 0.90
C -1.421005 -1.624893 -0.485922 0.03 0.01 -0.08 -1.41
C 0.309892 -0.662314 4.090596 -0.02 -0.03 -0.08 -0.79
C -0.308107 -0.600283 1.781674 0.05 -0.15 -0.13 -0.30
C -2.512936 2.184554 -4.950451 -0.01 0.02 0.00 -0.49
C 1.053807 -4.325094 2.166060 0.08 -0.06 -0.04 -0.42
C -0.402170 -1.868040 4.206178 -0.01 -0.07 0.02 -0.46
C 2.857657 4.998972 1.096017 0.02 0.10 -0.06 -0.93
C 4.231047 -5.139844 -0.449359 0.00 -0.01 0.01 -0.82
C 2.257220 1.599180 -0.312660 0.33 -0.33 0.34 -0.67
C -2.594813 2.777103 -3.698624 -0.02 -0.05 0.00 -0.32
C 2.731175 5.216636 -1.308817 -0.04 -0.07 -0.03 -0.67
C 2.599437 3.850121 -1.442872 0.04 0.18 -0.02 -0.55
C -1.401402 1.424466 -5.289312 0.01 -0.01 -0.01 -0.60
C 2.766342 3.612711 0.958178 -0.24 -0.04 0.04 -0.14
C -3.277651 1.589092 1.985982 0.02 0.00 0.00 -0.61
C -0.358619 1.260949 -4.386409 -0.01 0.02 0.00 -0.83
C -4.136442 0.421643 0.066578 -0.01 0.02 0.00 -0.57
C -2.575932 2.446972 1.155772 0.02 -0.01 -0.01 -0.75
C 2.839307 5.786057 -0.036548 0.02 0.02 0.10 0.35
C -0.778119 -0.376725 -0.479146 -0.07 0.06 0.09 0.34
C 0.688966 -5.870959 -0.117266 0.05 0.03 0.00 -0.75
C -0.951524 -1.848281 1.856497 0.01 0.23 0.08 0.68
C -2.638369 2.258361 -0.222430 -0.12 0.04 -0.02 0.75
H 0.797419 -0.230259 4.953483 0.02 0.03 -0.02 0.53
H 2.141386 1.123889 -1.285390 -0.15 0.13 -0.04 0.47
H 0.519217 0.694090 -4.666793 0.00 0.00 0.00 0.48
H 2.941012 1.009602 0.302224 -0.01 -0.11 -0.10 0.59
H -1.325449 -6.112649 0.574810 0.00 -0.01 -0.01 0.49
H 2.743919 5.862526 -2.176414 0.00 -0.01 -0.01 0.43
H 4.258044 -4.048714 -0.395413 0.00 0.00 0.00 0.32
H -0.471885 -2.355164 5.170917 -0.01 0.00 0.00 0.45
H -1.976726 3.247444 1.573220 -0.02 0.02 0.00 0.55
H -1.337391 0.975812 -6.271416 0.00 0.00 0.00 0.41
H -3.446969 3.392317 -3.434092 0.00 -0.01 0.00 0.49
H 0.577298 -6.488863 -0.997763 -0.01 0.01 -0.01 0.47
H -3.309799 2.331232 -5.666722 0.00 0.00 0.00 0.42
H 1.225513 -3.749872 3.064275 -0.03 -0.02 0.01 0.51
H 0.382730 1.772982 -2.421786 -0.02 -0.03 0.00 0.37
H 4.849877 -5.476117 -1.275376 0.00 0.00 0.00 0.24
H -2.076330 -3.280585 0.683053 0.00 0.01 -0.02 0.67
H -3.472540 1.125339 -1.849364 -0.01 0.00 -0.01 0.37
H -3.218483 1.716082 3.058633 -0.01 0.00 0.00 0.45
H 4.611962 -5.561434 0.483452 0.00 0.00 0.00 0.34
H 3.102568 -4.188573 1.583182 -0.01 0.01 0.00 0.42
H -4.597687 -0.098483 2.092915 0.00 0.00 0.00 0.45
H 2.975177 5.453317 2.069837 -0.01 0.00 0.00 0.47
H -0.708435 0.223929 -1.372755 -0.03 -0.05 0.01 -0.06
H 2.480277 3.412457 -2.426505 0.03 0.00 0.01 0.40
H -1.841167 -1.981538 -1.415685 0.01 -0.02 0.00 0.58
H 0.254457 4.178164 -0.666857 0.04 0.01 0.07 0.14
H -4.745262 -0.365473 -0.357786 0.00 0.00 0.00 0.45
H 2.869210 2.981192 1.836805 0.07 -0.01 0.00 0.56
```
Positions in Å, forces in eV/Å.

Results
2S+1: 1
Highest occupied orbital energy in eV: -9.96
Strongest force on any atom in eV/Å: 0.88
Kohn-Sham gap in eV: 6.63
Total charge: +1
Energy relative to the best compared isomer or geometry (same formula, charge and spin) in kcal/mol: 16.4

[2]
Here is a structure of composition C35H29F11N6O5S2Sm from the OMol25 dataset. Energies are from ωB97M-V/def2-TZVPD.

XYZ file:
```
89
Properties=species:S:1:pos:R:3:forces:R:3:lowdin_spin:R:1
Sm -0.541100 -0.780697 0.190959 -0.57 -0.20 -0.85 5.06
S -0.728131 -1.117589 2.890858 -0.13 -0.30 -0.07 -0.02
S 3.473405 -0.384454 0.753173 0.62 -0.21 -0.09 0.00
F 2.639132 -7.298047 0.041206 0.04 -0.03 0.00 0.00
F 1.193801 -2.900183 0.974990 0.22 -0.05 0.11 0.00
F 2.721916 -1.838504 -3.748555 0.09 -0.06 0.00 0.00
F -2.259716 -0.075578 -5.076566 -0.06 0.03 0.02 0.00
F 2.100787 -1.224507 -6.373897 0.03 -0.01 -0.03 0.00
F 0.848366 6.179729 2.392356 0.08 -0.01 0.01 0.00
F 0.869760 -1.623224 -1.832924 0.12 -0.04 0.08 0.00
F -1.699798 -5.998316 -1.165615 -0.12 0.05 0.00 0.00
F 3.130820 -4.799411 1.037555 0.09 0.05 0.06 0.00
F 0.182118 -7.812237 -1.029139 -0.04 -0.11 -0.06 0.00
F -0.436833 -0.386029 -6.919087 -0.04 0.05 -0.11 0.00
O -1.539357 1.460081 -0.137009 0.03 -0.44 0.19 -0.01
O -2.009482 1.910470 2.017024 0.02 0.11 -0.07 0.00
O -1.791425 4.724793 -2.039999 0.06 0.05 0.07 0.00
O 1.523535 7.186530 -0.145988 0.01 -0.03 0.08 0.00
O 2.141228 -0.701107 0.177866 -0.20 -0.29 -0.31 0.00
N -0.140644 5.916983 -1.037404 0.08 0.06 0.07 0.00
N 0.792246 1.168697 1.421776 -0.07 0.11 -0.02 -0.01
N -3.300615 -1.246013 -0.017285 0.21 0.16 0.15 -0.01
N -1.236993 -3.306594 0.058675 -0.08 0.69 0.07 -0.01
N -1.514557 4.541265 0.233291 0.09 -0.08 -0.32 0.00
N -1.529913 -0.657034 -2.191028 0.03 0.07 0.62 -0.01
C -0.102429 -0.674273 -5.654267 0.20 -0.09 0.03 0.00
C -1.048698 -0.518644 -4.661982 -0.03 0.00 0.30 0.00
C 0.622792 6.393356 0.027783 -0.08 -0.05 -0.20 0.00
C 1.185325 -1.110386 -5.392085 -0.12 0.03 0.01 0.00
C 0.251495 0.151892 3.553433 0.04 0.14 0.31 0.00
C -0.370764 -4.320022 -0.025727 0.24 -0.49 -0.05 0.00
C -4.019551 -0.276557 0.812125 -0.02 0.04 0.06 0.00
C 1.284520 2.031855 -0.795750 -0.15 0.08 0.09 0.00
C 0.192369 5.812089 1.281711 -0.11 -0.13 0.19 0.00
C 0.430692 0.182327 4.929391 -0.10 -0.08 -0.29 0.00
C -2.575883 3.545582 0.375514 0.00 -0.45 0.02 0.00
C 2.366450 3.097971 2.650944 -0.05 0.04 -0.09 0.00
C -2.641149 -3.641919 -0.117771 0.20 0.10 0.06 0.00
C -0.788105 -0.782775 -3.282262 0.31 -0.06 -0.48 0.00
C 1.928326 -5.076478 0.505602 -0.06 -0.13 -0.09 0.00
C -0.554482 -5.637333 -0.540346 0.04 0.35 0.05 0.00
C 4.547774 -0.162119 -0.695991 -0.21 0.03 0.27 0.00
C 0.535433 -1.273838 -3.108313 -0.26 0.05 -0.01 0.00
C 0.911673 1.162035 2.776061 0.18 0.20 0.37 0.00
C -3.767860 -1.151758 -1.409429 0.18 0.14 -0.23 0.00
C 1.492580 -1.413734 -4.077778 -0.05 0.01 -0.01 0.00
C 1.418638 2.080498 0.703765 -0.12 -0.19 -0.04 0.00
C 1.684717 -6.348158 0.013800 -0.10 0.01 -0.02 0.00
C 1.711305 2.135130 3.444862 -0.09 -0.14 -0.26 0.00
C 2.226953 3.071161 1.295843 0.05 0.15 0.11 0.00
C -2.910160 -0.200390 -2.235864 0.06 -0.06 0.11 0.00
C 0.433275 -6.602013 -0.511649 0.20 0.02 0.09 0.00
C 1.855481 2.113837 4.844861 -0.04 -0.06 0.30 0.00
C 1.218966 1.142497 5.569947 0.16 0.21 -0.02 0.00
C 4.186985 -1.957331 1.285018 -0.11 0.27 -0.03 0.00
C 0.944178 -4.124874 0.467248 -0.33 0.01 -0.06 0.00
C -0.802678 4.915935 1.341131 0.15 0.20 0.08 0.00
C -1.201005 5.027719 -1.026026 -0.16 -0.13 0.09 0.00
C -1.990332 2.170697 0.815983 -0.13 0.51 0.07 0.00
C -3.510895 -2.586187 0.535081 0.12 -0.16 -0.06 0.00
H -4.818752 -0.830370 -1.439580 -0.03 -0.04 0.08 0.00
H -2.898778 -3.760713 -1.175400 -0.09 -0.06 0.01 0.00
H 2.973536 3.856878 3.130531 0.02 0.00 0.01 0.00
H -3.253009 -2.544886 1.596487 -0.06 0.01 0.02 0.00
H 1.328283 1.108864 6.647420 -0.02 0.01 0.00 0.00
H 0.372743 2.532522 -1.125241 0.01 -0.01 0.02 0.00
H -3.285343 3.890400 1.126336 0.01 0.01 0.01 0.00
H 3.573618 -2.331590 2.101629 -0.02 0.02 -0.01 0.00
H 4.337795 -0.967848 -1.398661 -0.03 -0.03 0.02 0.00
H 2.725103 3.802442 0.670671 -0.02 -0.01 -0.02 0.00
H -3.943229 0.713887 0.369671 -0.03 -0.03 -0.02 0.00
H 5.203997 -1.769591 1.630856 -0.01 0.01 0.00 0.00
H -0.069632 -0.581758 5.510234 0.02 0.01 0.02 0.00
H -3.584565 -0.238659 1.811043 0.03 0.02 -0.02 0.00
H 1.225967 0.996438 -1.132207 0.07 0.10 -0.16 0.00
H -3.331363 -0.154312 -3.237014 -0.01 -0.01 -0.05 0.00
H -3.058598 3.445136 -0.591173 0.00 0.08 -0.04 0.00
H -3.710657 -2.133374 -1.876062 0.00 -0.02 0.04 0.00
H 2.138215 2.510283 -1.277376 0.03 -0.05 -0.01 0.00
H 5.592713 -0.166665 -0.387160 -0.02 0.01 0.03 0.00
H 2.468630 2.864137 5.329979 0.01 0.01 -0.04 0.00
H 4.294956 0.798231 -1.142021 -0.01 -0.01 0.00 0.00
H -2.886203 -4.587476 0.376353 -0.03 -0.07 -0.02 0.00
H 0.101378 6.273350 -1.949322 0.01 0.02 -0.05 0.00
H 4.171811 -2.664960 0.459263 -0.02 0.03 -0.02 0.00
H -1.087729 4.440746 2.272362 0.00 -0.02 -0.02 0.00
H -2.960408 0.803819 -1.804526 -0.07 0.02 -0.05 0.00
H -5.085636 -0.539507 0.888413 0.01 -0.04 -0.02 0.00
H -4.569340 -2.880201 0.444412 -0.03 0.06 0.03 0.00
```
Positions in Å, forces in eV/Å.

Results
2S+1: 6
Highest occupied orbital energy (alpha / beta) in eV: -4.54 / -4.55
Strongest force on any atom in eV/Å: 1.04
Kohn-Sham gap (alpha / beta) in eV: 6.44 / 6.45
Total charge: -1

- Which value of total charge does entry 1 give?
  +1

- Which of these has the lowest total charge?
  C35H29F11N6O5S2Sm